{"formula": "C30H59N4O2PPtS3", "method": "ωB97M-V/def2-TZVPD", "fmax_ev_per_a": 1.2, "charge": 2, "multiplicity": 1, "energy_ev": -87154.929, "relative_energy_kj_mol": 88.0, "orbital_gap_ev": 8.05, "species": ["Pt", "N", "C", "C", "C", "C", "N", "C", "N", "N", "C", "O", "O", "H", "H", "H", "H", "H", "H", "H", "H", "H", "H", "H", "H", "H", "H", "C", "C", "S", "C", "C", "S", "C", "C", "S", "H", "H", "H", "H", "H", "H", "H", "H", "H", "H", "H", "H", "C", "C", "C", "C", "C", "C", "P", "C", "C", "C", "C", "C", "C", "C", "C", "C", "C", "C", "C", "H", "H", "H", "H", "H", "H", "H", "H", "H", "H", "H", "H", "H", "H", "H", "H", "H", "H", "H", "H", "H", "H", "H", "H", "H", "H", "H", "H", "H", "H", "H", "H", "H"], "xyz": [[1.414407, -0.861671, -0.235079], [1.118938, -1.252559, 1.795366], [-0.126244, -2.026026, 2.151169], [0.209308, -2.948514, 3.335646], [-0.927128, -3.740820, 3.985548], [-2.135800, -2.932603, 4.462152], [-3.021226, -2.673836, 3.331754], [-4.326155, -2.520647, 3.406743], [-4.947057, -2.334911, 4.576386], [-5.039109, -2.511703, 2.271811], [-0.687814, -2.807442, 0.937731], [-1.858471, -3.225235, 1.042898], [0.081672, -2.931331, -0.029090], [1.910828, -1.875890, 1.942854], [1.232159, -0.461213, 2.422330], [-0.887907, -1.304305, 2.440621], [0.690873, -2.335475, 4.106239], [0.959406, -3.668842, 2.992304], [-0.505846, -4.249205, 4.853537], [-1.276020, -4.519931, 3.306105], [-1.822243, -1.988030, 4.920320], [-2.664290, -3.512525, 5.222108], [-2.606271, -2.874440, 2.382745], [-4.429242, -2.317909, 5.435772], [-5.948924, -2.278334, 4.635300], [-4.593741, -2.805153, 1.417084], [-6.043239, -2.474948, 2.289170], [4.316253, -0.602850, -3.796554], [2.797122, -0.727370, -3.896220], [1.735830, -1.320623, -2.540983], [2.246834, -3.020909, -2.298921], [3.556128, -3.161958, -1.560288], [3.546168, -2.281716, 0.019345], [4.539016, -0.738370, -0.140834], [5.575203, -0.617387, -1.254699], [4.984650, 0.510521, -2.548697], [4.661518, -0.203546, -4.751840], [4.785041, -1.578760, -3.688865], [2.547106, -1.433194, -4.692394], [2.352316, 0.232843, -4.163152], [2.278065, -3.535385, -3.261916], [1.423552, -3.437185, -1.714414], [4.416285, -2.814700, -2.121269], [3.730441, -4.212973, -1.327465], [4.983981, -0.637306, 0.850521], [3.838269, 0.075508, -0.278869], [5.886441, -1.562579, -1.695035], [6.477280, -0.154148, -0.856592], [-3.014936, 2.357155, 2.323298], [-1.568047, 2.463805, 2.828708], [-0.628554, 1.553969, 2.024114], [-1.117438, 1.477800, 0.568539], [-2.401437, 0.629457, 0.552146], [-3.304270, 0.966974, 1.761649], [0.140563, 0.955634, -0.651046], [1.295457, 2.367950, -0.883686], [0.592155, 3.729922, -1.188395], [0.908842, 4.789281, -0.135432], [2.413696, 5.051680, -0.041871], [3.228216, 3.742377, -0.101490], [2.344523, 2.542819, 0.227595], [-0.699139, 0.699629, -2.263776], [-1.481578, -0.625223, -2.356867], [-1.762902, -0.951808, -3.830344], [-2.072272, 0.314243, -4.648552], [-2.658034, 1.389033, -3.742396], [-1.602624, 1.870560, -2.736159], [-3.200678, 3.102103, 1.545515], [-3.708308, 2.589151, 3.131414], [-1.517847, 2.189452, 3.884379], [-1.225299, 3.497666, 2.758569], [-0.663038, 0.553094, 2.438315], [0.399169, 1.900583, 2.112940], [-1.354603, 2.503377, 0.261737], [-2.130155, -0.430304, 0.583136], [-2.948838, 0.789704, -0.376220], [-3.161096, 0.221568, 2.552371], [-4.349487, 0.899162, 1.459011], [1.853834, 2.043022, -1.771947], [-0.485390, 3.617909, -1.274029], [0.935156, 4.088483, -2.161647], [0.510480, 4.474782, 0.834635], [0.388494, 5.712650, -0.391734], [2.632807, 5.590468, 0.880217], [2.712245, 5.706764, -0.861339], [4.067729, 3.787680, 0.592337], [3.653360, 3.599252, -1.098917], [1.870857, 2.720248, 1.192933], [2.935211, 1.634500, 0.332603], [0.152384, 0.628971, -2.950888], [-2.426652, -0.515967, -1.826177], [-0.957571, -1.451018, -1.875104], [-2.605458, -1.642971, -3.879227], [-0.904777, -1.474691, -4.259199], [-2.751252, 0.081580, -5.467415], [-1.158594, 0.703360, -5.109910], [-3.527443, 0.986163, -3.215955], [-3.013779, 2.241605, -4.320879], [-2.100701, 2.352991, -1.892212], [-0.981346, 2.628990, -3.213737]], "forces_ev_per_a": [[1.0, -0.2, -0.7], [-0.5, -0.1, -0.1], [-0.1, -0.1, 0.2], [0.1, 0.1, 0.0], [0.0, 0.0, 0.0], [0.0, 0.1, 0.0], [-0.1, -0.1, 0.0], [0.1, 0.1, 0.1], [0.0, 0.0, 0.0], [0.0, 0.0, 0.0], [0.4, 0.3, 0.0], [-0.2, 0.0, 0.1], [0.0, -0.7, -0.2], [-0.1, 0.1, 0.3], [0.0, 0.0, 0.0], [0.0, 0.1, 0.0], [0.0, 0.0, 0.0], [0.0, 0.0, 0.0], [0.0, 0.0, 0.0], [0.0, 0.0, 0.0], [0.0, 0.0, 0.0], [0.0, 0.0, 0.0], [0.0, 0.0, 0.0], [0.0, 0.0, 0.0], [0.0, 0.0, 0.0], [0.0, 0.0, 0.0], [0.0, 0.0, 0.0], [-0.1, -0.2, 0.0], [0.2, 0.4, 0.2], [-0.4, -0.1, 0.1], [0.0, -0.2, -0.1], [0.2, -0.2, 0.1], [-0.4, 0.4, 0.1], [0.4, -0.1, 0.2], [-0.2, 0.1, 0.0], [0.1, 0.1, -0.1], [-0.1, -0.1, -0.1], [0.1, 0.0, -0.1], [-0.1, 0.0, 0.0], [0.0, 0.0, 0.0], [0.0, 0.1, 0.0], [0.1, -0.1, 0.0], [0.0, 0.0, -0.1], [0.0, 0.0, 0.1], [0.1, -0.1, -0.1], [0.0, -0.1, 0.1], [0.1, 0.0, 0.0], [0.0, 0.0, 0.0], [0.0, 0.0, 0.0], [0.0, 0.0, 0.0], [0.0, 0.2, -0.1], [0.0, 0.1, 0.1], [0.0, 0.1, 0.1], [0.0, 0.0, 0.0], [0.0, 0.1, 0.2], [-0.1, 0.2, -0.1], [0.1, -0.1, 0.0], [0.0, 0.0, -0.1], [0.0, 0.0, 0.0], [-0.1, 0.0, 0.0], [0.0, 0.0, 0.0], [-0.3, 0.1, 0.0], [0.0, 0.0, 0.0], [0.0, 0.0, 0.0], [0.0, 0.0, 0.1], [0.0, 0.0, 0.0], [0.0, -0.1, 0.0], [0.0, 0.0, 0.0], [0.0, 0.0, 0.0], [0.0, 0.0, 0.0], [0.0, 0.0, 0.0], [0.0, -0.2, 0.1], [0.0, 0.0, 0.0], [0.0, 0.0, 0.0], [-0.1, 0.0, -0.1], [0.0, 0.1, 0.0], [0.0, 0.0, 0.0], [0.0, -0.1, 0.0], [0.0, 0.1, 0.0], [0.0, 0.0, 0.0], [0.0, 0.0, 0.0], [0.0, 0.0, 0.0], [0.0, 0.0, 0.0], [0.0, 0.0, 0.0], [0.0, 0.0, 0.0], [0.0, 0.0, 0.0], [0.0, 0.0, 0.0], [0.0, 0.0, 0.0], [0.0, 0.0, 0.0], [-0.1, 0.0, -0.1], [0.0, 0.0, 0.0], [0.0, 0.0, 0.0], [0.0, 0.0, 0.0], [0.0, 0.0, 0.0], [0.0, 0.0, 0.0], [0.0, 0.0, 0.0], [0.0, 0.0, 0.0], [0.0, 0.0, 0.0], [0.0, 0.0, 0.0], [0.0, 0.0, 0.0]]}